one) The following is a DFT calculation (wB97M-V/def2-TZVPD) of a cluster of 2 separate species, C4H11NO2 in total.

XYZ file:
```
18
Properties=species:S:1:pos:R:3:mulliken_charge:R:1
C 1.6423 0.2578 -1.4995 -0.886
C 0.8972 0.5494 -0.2401 0.578
N -0.2340 1.2572 -0.3033 -0.044
C -1.5764 0.9663 -0.9043 -0.318
C -2.4441 0.2046 0.0946 -1.102
O 1.3410 0.1099 0.8533 -0.308
H 2.1305 1.1635 -1.8673 0.321
H 2.3186 -0.5974 -1.4272 0.356
H 0.8351 -0.1244 -2.1476 0.319
H -0.4577 1.7057 0.5973 0.346
H -1.4559 0.5115 -1.9121 0.358
H -2.0713 1.9170 -1.0681 0.289
H -3.4411 -0.0502 -0.3669 0.337
H -2.6344 0.7858 0.9997 0.380
H -2.0837 -0.7865 0.3483 0.336
H 0.6426 -1.8748 1.1092 0.337
H 1.1927 -2.5200 2.3423 0.312
O 0.4902 -2.6222 1.6909 -0.611
```

Results
Multiplicity ... 2
HOMO (alpha / beta) ... -0.541 / -0.540 hartree
Frontier orbital gap (alpha / beta) ... 9.85 / 5.44 eV
Total charge ... +1

---

two) The following is a DFT calculation (wB97M-V/def2-TZVPD) of a cluster of 2 separate species, C4H11NO2 in total.

XYZ file:
```
18
Properties=species:S:1:pos:R:3:mulliken_charge:R:1
C -2.8664 -0.1335 -0.9001 -1.063
C -1.9377 -1.2808 -0.4258 0.641
N -0.6515 -0.9129 -0.0756 0.181
C 0.2624 -2.0472 0.4851 -0.805
C -0.1319 0.4914 0.1840 -0.761
O -2.4816 -2.3785 -0.1867 -0.360
H -3.1463 0.1079 0.1186 0.378
H -2.3073 0.5685 -1.4685 0.387
H -3.3949 -0.6716 -1.6865 0.337
H -0.0259 -2.3201 1.6041 0.344
H 1.3711 -1.8672 0.1659 0.339
H 0.1062 -3.0867 0.1836 0.361
H -0.6444 0.8926 -0.6127 0.312
H -0.4758 0.9943 1.0917 0.327
H 0.9114 0.6211 -0.0095 0.381
H 4.7461 4.3353 0.2936 0.333
H 5.5824 3.2957 1.0497 0.333
O 5.0841 3.3918 0.1891 -0.665
```

Results
Multiplicity ... 2
HOMO (alpha / beta) ... -0.501 / -0.501 hartree
Frontier orbital gap (alpha / beta) ... 10.02 / 4.83 eV
Total charge ... +1

---

three) The following is a DFT calculation (wB97M-V/def2-TZVPD) of the ion C4H11NO2 with charge +1.

XYZ file:
```
18
Properties=species:S:1:pos:R:3:mulliken_charge:R:1
C -1.0223 0.6765 0.0643 -0.730
C 0.3957 1.0796 -0.4349 -0.202
C 1.2828 1.4604 0.7527 -0.679
O 2.6230 1.4395 0.4175 -0.477
N -1.1204 -0.7162 0.3198 0.132
C -1.0261 -1.7076 -0.7231 -0.422
O -0.0928 -2.6806 -0.4093 -0.483
H -1.7684 0.8839 -0.7220 0.324
H -1.2826 1.3100 0.9092 0.404
H 0.8750 0.2506 -0.9533 0.361
H 0.3263 1.9143 -1.1334 0.308
H 1.0637 0.8615 1.6585 0.320
H 1.0459 2.4840 1.0623 0.368
H 2.8989 0.5211 0.2635 0.326
H -0.9227 -1.0844 1.2501 0.345
H -0.7859 -1.2050 -1.6549 0.402
H -2.0140 -2.1840 -0.8940 0.349
H -0.4761 -3.3036 0.2272 0.355
```

Results
Multiplicity ... 2
HOMO (alpha / beta) ... -0.529 / -0.526 hartree
Frontier orbital gap (alpha / beta) ... 11.07 / 6.29 eV
Total charge ... +1

---

Taking the most stable structure as the zero point, the relative energies in kcal/mol are one) 9.3; two) 41.4; three) 0.0.

---

one) The following is a DFT calculation (wB97M-V/def2-TZVPD) of a cluster of 2 separate species, C4H10NO3 in total.

XYZ file:
```
18
Properties=species:S:1:pos:R:3:mulliken_charge:R:1
C -0.8966 1.8112 -0.3887 -0.738
O -1.3445 2.8319 0.3013 -0.832
C -0.8972 0.2680 0.2177 -0.933
C -0.2876 -0.5987 -0.8791 -0.222
C 0.8411 -1.4999 -0.4854 0.361
N 0.5120 -2.8170 -0.2807 -0.402
O 2.0008 -1.1454 -0.3560 -0.634
H -1.7638 1.5840 -1.0779 0.284
H 0.1946 1.9074 -0.6102 0.361
H -0.3276 0.0283 1.1456 0.446
H -1.9314 0.2513 0.5732 0.353
H -1.0428 -1.2414 -1.3301 0.308
H 0.1257 0.0596 -1.7087 0.281
H 1.1919 -3.5143 -0.0553 0.221
H -0.4725 -3.1070 -0.2809 0.185
H 1.3057 1.2038 1.1716 0.277
H 1.0401 2.2978 2.1345 0.388
O 1.7520 1.6805 1.9091 -0.704
```

Results
HOMO ... -0.098 hartree
Frontier orbital gap ... 6.09 eV
Total charge ... -1

---

two) The following is a DFT calculation (wB97M-V/def2-TZVPD) of a cluster of 2 separate species, C4H10NO3 in total.

XYZ file:
```
18
Properties=species:S:1:pos:R:3:mulliken_charge:R:1
C 0.1440 -0.4881 -1.8965 -0.620
O -0.3470 -1.7664 -1.5784 -0.606
C -0.8883 0.6104 -1.6292 -0.201
N -0.2262 1.8661 -1.3203 -0.789
H 1.0441 -0.2466 -1.3198 0.235
H 0.4633 -0.4887 -2.9479 0.345
H -0.4083 -1.7574 -0.5947 0.496
H -1.5241 0.7358 -2.5096 0.367
H -1.5108 0.2338 -0.8204 0.221
H 0.1269 1.7878 -0.3699 0.364
H -0.8620 2.6476 -1.3698 0.213
O -0.3764 -1.3992 1.0970 -0.807
C 0.0789 -0.3515 1.6182 0.766
O -0.0818 0.8229 1.2237 -0.743
C 0.9307 -0.5265 2.8872 -1.044
H 0.7876 0.3473 3.5187 0.296
H 0.6703 -1.4441 3.4074 0.296
H 1.9791 -0.5831 2.6043 0.213
```

Results
HOMO ... -0.177 hartree
Frontier orbital gap ... 9.05 eV
Total charge ... -1

---

three) The following is a DFT calculation (wB97M-V/def2-TZVPD) of a cluster of 2 separate species, C4H10NO3 in total.

XYZ file:
```
18
Properties=species:S:1:pos:R:3:mulliken_charge:R:1
C 1.1654 -0.7727 0.8314 -0.689
O 1.6717 0.4073 1.4489 -0.903
C -0.3018 -0.5427 0.5780 0.260
C -0.9329 -1.1461 -0.7516 -0.841
C -2.1222 -0.3526 -1.2281 0.110
O -2.2601 0.3183 -2.2248 -0.513
N -0.6083 1.0216 0.4421 -0.674
H 1.7884 -1.0951 0.0102 0.283
H 1.3026 -1.5433 1.6524 0.229
H -0.8878 -0.8047 1.4674 0.309
H -0.2304 -1.0939 -1.5971 0.308
H -0.9670 -2.2685 -0.6640 0.397
H -3.0873 -0.5623 -0.7071 0.307
H 0.0150 1.5282 -0.2588 0.166
H -0.3617 1.3010 1.4015 0.304
H 1.5117 1.7344 -0.8064 0.244
H 2.1409 1.6416 0.6489 0.471
O 2.1640 2.2295 -0.2428 -0.767
```

Results
HOMO ... -0.127 hartree
Frontier orbital gap ... 7.20 eV
Total charge ... -1

---

Taking the most stable structure as the zero point, the relative energies in kcal/mol are one) 58.8; two) 0.0; three) 73.6.

---

one) The following is a DFT calculation (wB97M-V/def2-TZVPD) of a cluster of 2 separate species, C4H10NO3 in total.

XYZ file:
```
18
Properties=species:S:1:pos:R:3:mulliken_charge:R:1
O -1.0228 -0.4352 1.9198 -0.731
C -0.5795 0.7457 2.0283 0.553
O -1.2241 1.7584 2.3169 -0.750
C 0.9083 0.8287 1.8427 -0.355
C 1.1163 0.3432 0.2505 -0.623
C 0.4496 1.5478 -0.5750 -1.035
N 1.5677 -0.2977 2.5827 -0.794
H 1.1644 1.7695 2.1324 0.427
H 0.5861 -0.6221 0.2493 0.305
H 2.1277 0.2238 0.0103 0.417
H 0.6068 1.3682 -1.6567 0.327
H -0.5789 1.6376 -0.2865 0.323
H 0.9146 2.5241 -0.3625 0.256
H 0.9929 -1.1461 2.1772 0.373
H 1.2478 -0.2510 3.5802 0.306
H -3.2525 -3.8866 -5.1380 0.317
H -2.1507 -2.8389 -5.3253 0.324
O -2.8737 -3.2694 -5.7464 -0.641
```

Results
HOMO ... -0.146 hartree
Frontier orbital gap ... 6.78 eV
Total charge ... -1

---

two) The following is a DFT calculation (wB97M-V/def2-TZVPD) of a cluster of 2 separate species, C4H10NO3 in total.

XYZ file:
```
18
Properties=species:S:1:pos:R:3:mulliken_charge:R:1
C 0.8989 -0.9756 -1.7659 -0.875
N 1.0962 0.2415 -0.9761 -0.405
C 1.8088 0.0416 0.2687 -0.191
O 3.0218 0.8882 0.2933 -0.537
H 1.8667 -1.5163 -1.8714 0.325
H 0.5437 -0.7254 -2.7732 0.284
H 0.1608 -1.6357 -1.2895 0.276
H 0.2335 0.7744 -0.8230 0.426
H 1.1768 0.3541 1.1216 0.180
H 2.1733 -0.9944 0.4177 0.237
H 3.0344 1.3027 -0.5395 0.276
O -1.2401 1.3029 -0.0304 -0.811
C -1.5198 0.2512 0.6712 0.751
O -0.9449 -0.8996 0.6927 -0.696
C -2.8254 0.3873 1.5334 -0.995
H -3.2930 -0.6227 1.5386 0.249
H -2.7234 0.7415 2.5497 0.230
H -3.4683 1.0842 0.9820 0.278
```

Results
HOMO ... -0.160 hartree
Frontier orbital gap ... 8.46 eV
Total charge ... -1

---

Taking the most stable structure as the zero point, the relative energies in kcal/mol are one) 11.7; two) 0.0.

---

one) The following is a DFT calculation (wB97M-V/def2-TZVPD) of a cluster of 9 separate species, C5H28N2O9 in total.

XYZ file:
```
44
Properties=species:S:1:pos:R:3:mulliken_charge:R:1
N -2.8801 0.3045 -1.7372 -0.555
C -1.6548 0.5341 -2.4768 -0.654
C -0.6318 1.3145 -1.5992 0.552
N 0.5250 0.7607 -1.2640 0.042
C 2.8513 0.7336 -0.4744 -1.804
C 1.5783 1.6094 -0.5546 0.802
C 1.9932 2.8187 -1.4048 -1.399
O -1.0652 2.3447 -1.0568 -0.779
H -3.1161 1.1141 -1.1515 0.301
H -2.8921 -0.5626 -1.2192 0.216
H -1.4217 -0.4157 -3.0050 0.309
H -1.8411 1.1752 -3.3419 0.216
H 0.8200 -0.1896 -1.3580 0.294
H 3.0723 0.1745 -1.4034 0.513
H 2.8882 0.0721 0.4081 0.197
H 3.7448 1.3312 -0.1712 0.476
H 1.1523 1.8907 0.3965 0.307
H 1.9666 3.7111 -0.7172 0.276
H 2.9622 2.6773 -1.8361 0.492
H 1.4169 3.0830 -2.3149 0.287
H -0.4285 3.4015 0.2433 0.445
H -0.1640 3.9062 1.7389 0.277
O 0.1443 3.8746 0.8376 -0.617
H 0.1385 0.4706 2.6918 0.433
H -1.4190 1.1938 2.2224 0.265
O -0.7541 0.8460 2.7854 -0.620
H 2.4833 -1.7271 -1.0598 0.243
H 1.1417 -2.0581 -0.3062 0.456
O 1.5562 -1.9564 -1.2032 -0.764
H -1.1323 -4.2804 0.6872 0.327
H -1.3768 -3.3109 -0.4334 0.405
O -1.6626 -3.4941 0.5145 -0.669
H -0.1625 -2.1880 1.5730 0.368
H 0.6606 -3.0941 2.4543 0.296
O 0.7750 -2.3812 1.8257 -0.754
H -1.6879 -1.0987 3.5479 0.312
H -2.2032 -2.0825 2.5313 0.291
O -1.4943 -1.9708 3.1646 -0.632
H 2.7507 -0.0561 2.6962 0.337
H 1.4860 -0.8168 2.3043 0.372
O 1.8042 0.0880 2.5397 -0.779
H -2.0318 -3.0905 -2.2036 0.354
H -0.8051 -2.1924 -2.2112 0.296
O -1.0943 -3.0744 -1.9575 -0.729
```

Results
HOMO ... -0.344 hartree
Frontier orbital gap ... 9.46 eV

---

two) The following is a DFT calculation (wB97M-V/def2-TZVPD) of a cluster of 9 separate species, C5H28N2O9 in total.

XYZ file:
```
44
Properties=species:S:1:pos:R:3:mulliken_charge:R:1
C -2.7143 -0.5724 -0.3149 -1.242
C -1.5920 -0.1659 -1.2218 0.421
C -0.6873 0.9928 -0.6887 -0.447
C -0.0410 0.7237 0.7842 -0.021
C 1.4089 0.4445 0.4100 0.308
N 2.3000 1.2363 1.0799 -0.415
O 1.7153 -0.4350 -0.3692 -0.626
N -2.2082 0.4670 -2.5099 -0.511
H -3.4232 0.0876 0.1765 0.271
H -3.3340 -1.2621 -0.7973 0.501
H -2.1959 -1.1484 0.5110 0.149
H -0.9302 -1.0684 -1.3796 0.084
H -1.3470 1.8717 -0.5178 0.251
H -0.0589 1.2749 -1.5289 0.167
H -0.6271 -0.0851 1.2243 0.035
H -0.1487 1.6062 1.4470 0.287
H 2.0650 1.9080 1.7605 0.206
H 3.2150 0.9027 1.3872 0.306
H -2.8797 -0.1189 -2.9939 0.199
H -2.6617 1.2710 -2.0780 0.361
H -1.7511 -2.6143 1.9160 0.272
H -3.0107 -2.9275 2.5755 0.301
O -2.5158 -2.1521 2.2990 -0.631
H 0.3135 -2.3603 3.7142 0.282
H 0.6469 -0.9317 4.1165 0.291
O 0.9583 -1.6597 3.5329 -0.587
H -0.1127 1.5856 -3.3449 0.007
H 0.1814 0.3697 -4.1872 0.385
O 0.3924 1.3117 -4.1265 -0.647
H -0.6828 4.3920 1.5516 0.260
H -1.6976 4.0529 0.5109 0.270
O -0.9623 3.6458 0.9790 -0.559
H 4.4067 -2.0481 0.6212 0.346
H 4.3149 -1.1069 -0.5337 0.324
O 4.7574 -1.9191 -0.2902 -0.656
H 3.5554 -2.3904 2.8518 0.301
H 2.7237 -1.2412 2.4772 0.311
O 3.6440 -1.4800 2.5500 -0.648
H 0.9507 -3.9395 -0.5108 0.276
H 1.4967 -2.5117 -0.1478 0.356
O 0.7773 -3.1721 0.0423 -0.598
H -0.7786 3.5909 -3.5265 0.302
H -1.8115 2.3212 -3.6584 0.400
O -1.6513 3.2543 -3.7926 -0.646
```

Results
HOMO ... -0.352 hartree
Frontier orbital gap ... 9.59 eV

---

Taking the most stable structure as the zero point, the relative energies in kcal/mol are one) 0.0; two) 10.0.

---

one) The following is a DFT calculation (wB97M-V/def2-TZVPD) of a cluster of 7 separate species, H13O6S in total.

XYZ file:
```
20
Properties=species:S:1:pos:R:3:mulliken_charge:R:1
S -0.0724 -0.7574 -1.8318 -0.747
H -1.0779 -1.1139 -1.0103 -0.039
H -0.5936 2.4511 -1.5939 0.352
H 0.8556 2.2234 -1.7471 0.307
O 0.2195 2.9620 -1.7292 -0.664
H 0.2442 -0.1495 3.3785 0.321
H 1.1818 -1.0022 2.6040 0.344
O 1.0372 -0.6891 3.5076 -0.659
H 2.5587 0.0987 -0.1831 0.319
H 2.5976 -1.3498 -0.6452 0.284
O 2.9542 -0.7542 0.0266 -0.651
H -0.2494 -3.0754 0.7028 0.310
H 1.0264 -2.3722 0.3686 0.267
O 0.5148 -2.6803 1.1339 -0.589
H -0.8223 1.5986 1.1350 0.304
H -0.6834 0.3530 0.2855 0.203
O -1.2081 0.7213 1.0206 -0.581
H -2.2726 0.8467 -1.3498 0.288
H -3.3142 1.1606 -2.4270 0.289
O -2.8962 1.5288 -1.6455 -0.656
```

Results
HOMO ... -0.166 hartree
Frontier orbital gap ... 7.95 eV
Total charge ... -1

---

two) The following is a DFT calculation (wB97M-V/def2-TZVPD) of a cluster of 7 separate species, H13O6S in total.

XYZ file:
```
20
Properties=species:S:1:pos:R:3:mulliken_charge:R:1
S -1.6084 -0.2124 0.4840 -0.839
H -2.7849 0.6077 0.5462 -0.019
H -1.0226 -2.5414 -0.2324 0.314
H -0.3917 -2.1125 0.9204 0.291
O -0.3855 -2.8709 0.3515 -0.599
H 1.8739 1.4985 0.3039 0.152
H 1.1255 1.3578 1.5942 0.415
O 1.9931 1.7832 1.2006 -0.613
H 2.1520 -0.1978 -0.6847 0.320
H 2.0357 -1.7745 -0.5833 0.341
O 2.5280 -0.9614 -0.3509 -0.618
H 0.0613 1.4481 -0.7655 0.273
H -0.8941 1.7672 -2.0041 0.315
O -0.0881 2.1365 -1.4707 -0.627
H 0.1179 1.4060 3.8245 0.309
H -0.8116 0.8756 2.6803 0.276
O -0.6127 1.6700 3.1891 -0.648
H -1.3406 -1.8910 -3.6009 0.292
H -1.1937 -0.6882 -2.4165 0.294
O -0.7535 -1.3005 -2.9857 -0.628
```

Results
HOMO ... -0.162 hartree
Frontier orbital gap ... 7.60 eV
Total charge ... -1

---

Taking the most stable structure as the zero point, the relative energies in kcal/mol are one) 0.0; two) 29.1.

---

one) The following is a DFT calculation (wB97M-V/def2-TZVPD) of the ion C9H20N3O with charge +1.

XYZ file:
```
33
Properties=species:S:1:pos:R:3:mulliken_charge:R:1
C 0.1033 0.2400 1.6378 -0.918
C 0.4481 -1.5474 -1.2223 -0.730
C -0.9574 -1.0955 -0.7555 -0.875
C 1.6656 -2.1162 0.7915 -0.167
C -0.2945 1.0292 0.5985 0.640
C 0.8954 -3.9045 -0.6068 -0.928
C -2.4396 0.9041 -0.6023 -1.350
C 0.3956 2.6573 -1.0475 -1.004
C 0.1553 3.2022 1.3562 -1.447
N 1.0688 -2.4333 -0.3410 0.146
N -1.1011 0.3841 -0.4264 0.137
N 0.0358 2.2650 0.3109 0.048
O 1.0002 0.6114 2.4966 -0.613
H -0.3751 -0.7319 1.7469 0.780
H 0.2402 -2.1992 -2.0823 0.318
H 1.0378 -0.7151 -1.5283 0.429
H -1.5769 -1.1123 -1.6275 0.521
H -1.3179 -1.7608 -0.0282 0.477
H 2.1484 -1.1801 1.1035 0.303
H 1.9323 -2.9913 1.4195 0.335
H 0.2805 -4.0632 -1.5245 0.331
H 1.8723 -4.5669 -0.7329 0.333
H 0.2879 -4.4007 0.1567 0.426
H -3.0149 0.7184 -1.4782 0.442
H -3.1187 0.5464 0.1133 0.433
H -2.3316 1.9614 -0.7117 0.326
H -0.4259 3.2343 -1.3049 0.446
H 1.3084 3.2827 -1.1416 0.338
H 0.5434 1.7606 -1.6416 0.225
H -0.4963 3.9947 0.9473 0.412
H -0.3795 2.8450 2.2264 0.530
H 1.1779 3.5761 1.6192 0.280
H 1.2321 1.6056 2.2792 0.375
```

Results
HOMO (alpha / beta) ... -0.373 / -0.373 hartree
Frontier orbital gap (alpha / beta) ... 5.30 / 5.30 eV
Total charge ... +1

---

two) The following is a DFT calculation (wB97M-V/def2-TZVPD) of the ion C9H20N3O with charge +1.

XYZ file:
```
33
Properties=species:S:1:pos:R:3:mulliken_charge:R:1
C -0.0208 0.5850 1.5883 0.062
C -1.2716 -1.9948 1.1092 -0.750
C 1.0816 -2.2264 0.5875 -0.296
C -1.2933 -0.8386 0.0820 -0.813
C 1.0308 -1.0134 -0.1994 -1.158
C 1.0299 2.2359 -0.6014 -1.249
C 0.0886 0.7768 -2.4326 -1.546
C -1.5088 1.8400 -0.7410 -2.058
C -0.2015 1.1477 -0.8945 0.975
N -0.1866 -2.8915 0.7233 -0.361
N 1.1594 0.4823 2.1885 -0.153
N -0.0401 -0.0202 0.1215 1.207
O -1.0728 1.0313 2.0358 -0.502
H -1.2446 -1.5769 2.1921 0.299
H -2.1722 -2.4977 0.8267 0.479
H 1.7455 -3.0560 0.1391 0.357
H 1.4635 -2.0901 1.6788 0.255
H -1.2948 -1.2229 -0.9893 0.558
H -2.0834 -0.0753 0.1249 0.306
H 2.0183 -0.5310 -0.4472 0.326
H 0.7558 -1.4829 -1.1167 0.498
H 0.6623 2.9933 0.1347 0.373
H 1.9371 1.7964 -0.2578 0.292
H 1.1027 2.8082 -1.5983 0.416
H -0.5365 -0.0911 -2.6559 0.417
H 1.1754 0.6044 -2.6939 0.327
H -0.2813 1.5536 -3.0758 0.511
H -2.4480 1.4317 -0.9809 0.457
H -1.5278 2.2091 0.2552 0.561
H -1.3479 2.7648 -1.2987 0.464
H -0.0656 -3.6346 1.3388 0.248
H 2.0103 -0.0688 1.8947 0.219
H 1.3364 1.0516 2.9623 0.283
```

Results
HOMO ... -0.473 hartree
Frontier orbital gap ... 10.29 eV
Total charge ... +1

---

Taking the most stable structure as the zero point, the relative energies in kcal/mol are one) 70.5; two) 0.0.